[1]
DFT (ωB97M-V/def2-TZVPD) results for one molecule with the formula C8H16N2O4 at a distorted geometry.

Atoms and positions in Å:
C 0.970740 2.323282 0.115191
C 1.738590 1.025514 0.398770
C 1.369351 0.451729 1.745750
C 1.508735 0.010387 -0.829959
N 0.114861 -0.411950 -1.066578
C -0.611567 -1.205353 -0.260025
O -0.182752 -1.985928 0.555541
C -2.101916 -1.084652 -0.455370
N -2.680567 -1.965584 0.526532
C -2.539239 0.360776 -0.191872
O -2.436090 1.092001 -1.393356
C 2.505340 -1.162624 -0.754934
O 3.665113 -0.826408 -1.034248
O 2.109744 -2.367029 -0.450869
H 0.980916 2.563458 -0.947074
H -0.120975 2.278734 0.377007
H 1.440951 3.086033 0.682952
H 2.798466 1.215210 0.352670
H 1.717196 1.095651 2.540379
H 0.255988 0.385770 1.826427
H 1.769267 -0.526593 1.949974
H 1.820566 0.568896 -1.681900
H -0.414203 0.210279 -1.693724
H -2.529111 -1.293436 -1.488483
H -2.167420 -1.714325 1.367231
H -2.287284 -2.893066 0.274386
H -3.565413 0.321004 0.197439
H -1.826503 0.720503 0.632431
H -2.484587 2.051907 -1.301113
H 1.181793 -2.324189 0.006815

Atoms 1-2, force components in eV/Å:
-0.991 -0.971 -0.277
-1.126 -1.046 -1.438

The net charge is 0. As for the SMILES: CC(C)[C@H](NC(=O)[C@@H](N)CO)C(=O)O. The total energy is -19726.001 eV. As for the frontier orbital gap: 9.967 eV. The LUMO energy is 0.3130 eV.

***

[2]
DFT (ωB97M-V/def2-TZVPD) results for a 2-piece molecular cluster, C4H12N4 overall at a distorted geometry.

Atoms and positions in Å:
C 2.015315 -0.067852 -0.405075
N 0.816615 0.162312 0.372340
C 0.503950 -0.612820 1.352032
C -0.645829 -0.249849 2.242633
N 1.123148 -1.796259 1.624916
H 2.180315 0.808859 -1.024268
H 2.900104 -0.207206 0.225835
H 1.910059 -0.944844 -1.054364
H -0.820264 0.820825 2.200935
H -0.462198 -0.557616 3.271438
H -1.552782 -0.741027 1.887725
H 1.941496 -2.085290 1.119569
H 0.833978 -2.358445 2.405301
C -2.043655 1.222361 -3.094054
N -2.165463 0.981953 -1.869406
N -0.741675 0.715338 -0.858441
H -2.939916 1.314012 -3.720175
H -1.083498 1.372834 -3.611673
H -1.506069 0.608206 -0.195591
H -0.263628 1.614507 -0.869676

Atoms 1-2, force components in eV/Å:
-0.521 -0.443 0.119
1.355 -0.309 2.791

The net charge is 0. As for the SMILES: C/N=C(/C)N.C=NN. The total energy is -10299.248 eV. As for the frontier orbital gap: 8.312 eV. The LUMO energy is 0.8475 eV.

***

[3]
DFT (ωB97M-V/def2-TZVPD) results for one molecule with the formula C3H8FN at a distorted geometry.

Atoms and positions in Å:
C 1.811997 -0.268352 -0.127132
C 0.480911 0.362200 0.285925
F 0.393256 1.678194 -0.174889
C -0.808464 -0.430019 -0.176599
N -2.037703 0.305146 -0.119268
H 1.834565 -0.897391 -1.004110
H 2.600291 0.489412 -0.413583
H 2.151926 -0.810908 0.717653
H 0.394240 0.533380 1.451326
H -1.093440 -1.323741 0.485216
H -0.803051 -0.788577 -1.243021
H -2.224811 1.258565 -0.213809
H -2.699715 -0.107913 0.532295

Atoms 1-2, force components in eV/Å:
0.564 1.567 -0.537
-1.102 -0.250 1.645

The net charge is 0. As for the SMILES: C[C@@H](F)CN. The total energy is -7447.374 eV. As for the frontier orbital gap: 9.941 eV. The LUMO energy is 1.1441 eV.

***

[4]
DFT (ωB97M-V/def2-TZVPD) results for C18H15Br4IrO7Se2 as an isolated structure.

Atoms and positions in Å:
Ir -1.439233 0.653298 -0.860666
Br -8.051781 -1.438901 -0.681918
C -6.508895 -0.337055 -0.720179
C -6.587209 1.004756 -0.387353
Br -8.248587 1.791282 0.081235
C -5.422226 1.793090 -0.396100
Br -5.444685 3.636630 0.039701
C -4.181959 1.252878 -0.707582
O -3.051663 1.923787 -0.688020
C -4.115285 -0.117898 -1.112632
O -2.941346 -0.582048 -1.467621
C -5.268299 -0.890785 -1.082988
Br -5.075010 -2.710250 -1.569084
O 1.947663 -2.493812 -3.441670
C 1.311544 -2.648467 -2.171073
C 1.867301 -1.716092 -1.092831
C 3.335624 -2.111447 -0.866857
O 3.973721 -1.433246 0.215216
C 1.829994 -0.231139 -1.485460
Se 0.280512 0.348602 -2.519468
C 1.073451 -1.915377 0.197046
Se -0.850926 -1.489730 0.099563
H 1.588757 -1.665605 -3.792265
H 1.474860 -3.684754 -1.859200
H 0.238625 -2.485310 -2.265096
H 3.886107 -1.948318 -1.799572
H 3.396739 -3.175880 -0.621433
H 3.766518 -0.492987 0.155036
H 2.713354 0.040929 -2.071385
H 1.820309 0.385304 -0.588127
H 1.533575 -1.344893 1.001137
H 1.096564 -2.972605 0.483467
O 3.439524 3.276716 1.244941
C 2.824782 2.294565 1.919933
C 3.495151 1.669767 2.973027
C 2.863816 0.678046 3.704865
C 1.562321 0.291600 3.402479
C 0.906778 0.895222 2.340476
C 1.523450 1.884147 1.582687
C 0.805661 2.543428 0.436214
O 1.361854 3.534157 -0.087587
O -0.342813 2.119350 0.118804
H 2.742451 3.566977 0.574766
H 4.505892 1.986743 3.199978
H 3.394689 0.199901 4.520872
H 1.066752 -0.480201 3.977875
H -0.098438 0.595636 2.066833

Atoms 1-2, force components in eV/Å:
-0.355 -0.361 0.178
0.013 0.024 -0.003

The net charge is -2. The total energy is -446946.855 eV. As for the frontier orbital gap: 5.710 eV. The LUMO energy is 3.9299 eV.

***

[5]
DFT (ωB97M-V/def2-TZVPD) results for C9H14AuN9O2S as an isolated structure.

Atoms and positions in Å:
Au -0.533125 -0.480101 0.918880
C 3.622972 0.286408 0.830047
C 2.132194 0.342680 0.800318
N 1.407025 -0.610582 1.285046
N 1.979600 -1.730037 1.792650
C 1.140353 -2.647005 2.133178
N 1.557835 -3.802709 2.646408
S -0.613238 -2.468850 1.993214
C 1.417253 1.489557 0.234124
C 2.039938 2.584599 -0.316777
C 1.257554 3.638468 -0.775866
C -0.119350 3.573310 -0.647962
C -0.683387 2.434575 -0.102720
N 0.073994 1.415615 0.314849
H 3.969648 -0.560865 1.406345
H 4.017409 1.208574 1.259773
H 3.999065 0.198545 -0.192787
H 2.544535 -3.965201 2.773476
H 0.916897 -4.541230 2.880522
H 3.118047 2.627886 -0.378703
H 1.727253 4.505798 -1.220680
H -0.756031 4.384859 -0.970521
H -1.754610 2.331151 0.003287
N -2.869226 -0.340710 0.851751
N -3.448793 -0.482128 -0.421315
C -2.695855 -0.766228 -1.533533
N -3.335566 -0.949961 -2.671429
N -1.407367 -0.801770 -1.282414
N -0.506064 -1.145198 -2.289683
O 0.632356 -1.257879 -1.904035
O -0.888070 -1.295578 -3.433500
H -3.183557 -1.101452 1.452764
H -3.179416 0.536673 1.262302
H -4.455337 -0.520474 -0.470816
H -4.340595 -0.932025 -2.731135
H -2.784341 -1.158716 -3.495058

Atoms 1-2, force components in eV/Å:
-0.372 0.218 0.533
-0.157 0.125 -0.041

The net charge is +2. The total energy is -41574.446 eV. As for the frontier orbital gap: 6.913 eV. The LUMO energy is -8.3398 eV.

***

[6]
DFT (ωB97M-V/def2-TZVPD) results for a 7-piece molecular cluster, C52H79F6N2O14P overall at a distorted geometry.

Atoms and positions in Å:
C -5.176454 -1.320840 3.452024
C -4.570738 -1.858621 2.133526
N -4.662086 -0.777830 1.156027
C -3.964912 -1.007361 -0.059444
C -2.547117 -0.880545 -0.089036
C -1.870450 -1.049915 -1.295658
C -2.603875 -1.383772 -2.456103
C -3.971956 -1.514560 -2.408418
C -4.668145 -1.841951 -3.724620
F -5.668785 -0.929517 -4.068301
C -5.151652 -3.326093 -3.840749
C -4.178267 -4.096662 -4.784742
C -4.692466 -1.347083 -1.211783
C -6.204669 -1.496673 -1.051652
F -6.853002 -2.037737 -2.108211
F -6.553606 -2.257457 0.025431
C -6.867935 -0.070083 -0.790568
F -6.047437 0.952920 -1.126381
F -7.312655 0.034106 0.485467
C -0.374950 -0.865378 -1.370153
O 0.102495 -0.489731 -2.424779
C 0.404952 -1.123339 -0.112118
C 1.753851 -1.482813 -0.262697
N 2.382323 -1.607197 -1.525725
C 2.879241 -0.521390 -1.981039
C 3.242185 0.701448 -1.121526
C 3.114066 -0.348686 -3.472663
C 2.479152 -1.733054 0.922986
C 3.950506 -2.100375 0.816244
C 4.246132 -3.586119 1.245598
C 1.864728 -1.620191 2.145249
F 2.671362 -1.859854 3.204049
C 0.520532 -1.271789 2.336872
P -0.197607 -1.171177 4.026243
C -1.791476 -2.148205 4.065339
C 0.867092 -2.018802 5.291348
C -0.208299 -1.002921 1.159617
C -1.680936 -0.547984 1.133434
O -2.116791 0.111973 2.057698
H -5.274566 -2.087493 4.228783
H -4.515816 -0.511720 3.819313
H -6.133421 -0.822468 3.231121
H -5.246611 -2.668774 1.810918
H -3.555504 -2.253265 2.253191
H -4.465496 0.132352 1.551361
H -2.041636 -1.497275 -3.386169
H -3.906195 -1.735973 -4.516736
H -6.126945 -3.275896 -4.341305
H -5.171417 -3.798231 -2.852789
H -4.408267 -3.866175 -5.836484
H -3.144948 -3.743937 -4.623200
H -4.238913 -5.179168 -4.607274
H -7.769859 -0.029149 -1.422781
H 3.631130 1.499677 -1.771517
H 4.009566 0.392194 -0.397226
H 2.352512 1.117094 -0.623783
H 4.168025 -0.066956 -3.624076
H 2.498512 0.502384 -3.804520
H 2.813129 -1.228870 -4.049412
H 4.556109 -1.447878 1.468907
H 4.350230 -1.969758 -0.193228
H 3.422493 -4.018276 1.823083
H 5.170166 -3.556940 1.842267
H 4.481670 -4.149697 0.331698
H -1.773851 -2.865533 4.896915
H -1.847157 -2.686700 3.110676
H -2.584240 -1.412023 4.202534
H 1.696038 -1.403207 5.653879
H 0.216598 -2.393105 6.093729
H 1.307454 -2.921698 4.829160
C 9.259811 -4.684529 3.250172
C 8.743725 -4.161191 1.926107
O 7.946910 -2.986230 2.103268
C 8.447172 -1.739690 2.189627
C 9.931260 -1.552266 2.391749
O 7.697263 -0.802411 2.175551
H 9.914480 -3.964143 3.741590
H 9.815457 -5.612054 3.105581
H 8.429270 -4.876100 3.930777
H 9.544551 -3.983482 1.206132
H 8.082865 -4.902224 1.477368
H 10.134937 -1.460910 3.458133
H 10.230203 -0.633983 1.890837
H 10.539667 -2.349925 1.971486
C -2.816159 2.271531 -2.320385
C -1.645387 2.966630 -1.658732
O -0.659656 3.368816 -2.614791
C -0.706948 4.514643 -3.310631
C -1.982004 5.320977 -3.326605
O 0.247031 4.837914 -3.967933
H -3.342608 2.932893 -3.009690
H -3.528593 1.917376 -1.572515
H -2.465089 1.414641 -2.896754
H -1.957327 3.812419 -1.042920
H -1.139408 2.268441 -0.990855
H -2.571476 5.035196 -4.197492
H -1.718789 6.373909 -3.403132
H -2.584497 5.213442 -2.427499
C 1.083913 2.773327 -5.777594
C 2.211928 3.050014 -6.745350
O 2.959939 1.857063 -7.037970
C 2.610749 0.972989 -7.984636
C 1.234253 1.057593 -8.599606
O 3.369732 0.087303 -8.278298
H 0.358550 2.070821 -6.195094
H 0.563892 3.694379 -5.520429
H 1.468930 2.323882 -4.861650
H 1.869608 3.527771 -7.664644
H 2.918888 3.739626 -6.285217
H 0.562244 0.394334 -8.056152
H 1.302214 0.728239 -9.634627
H 0.818963 2.062521 -8.617470
C 0.658312 2.696952 7.875652
C -0.259298 2.124420 6.815370
O -0.976344 0.986120 7.304314
C -2.120922 1.054394 7.993812
C -2.573561 2.382295 8.548509
O -2.733737 0.042336 8.221055
H 0.101322 3.058204 8.741103
H 1.240783 3.525578 7.470929
H 1.344557 1.929646 8.236630
H -0.944146 2.869829 6.407756
H 0.335219 1.760577 5.978059
H -2.217825 2.477708 9.573964
H -3.661510 2.401276 8.544407
H -2.243706 3.239702 7.966774
C -3.675897 -2.435638 9.709862
C -4.574847 -2.994372 8.630361
O -5.292710 -4.150545 9.083774
C -6.452098 -4.091020 9.760061
C -6.907905 -2.766592 10.325503
O -7.071404 -5.099549 9.965128
H -4.246256 -2.096325 10.576365
H -3.098985 -1.596299 9.326750
H -2.986577 -3.204146 10.065827
H -5.259953 -2.244943 8.229975
H -3.965872 -3.334503 7.793286
H -6.566791 -2.685528 11.356904
H -7.995633 -2.743819 10.305668
H -6.566382 -1.902679 9.759950
C 5.808076 5.782053 -9.164417
C 4.702403 4.820614 -9.546688
O 3.410259 5.378127 -9.282715
C 2.748155 6.186841 -10.131043
C 3.484287 6.783559 -11.306490
O 1.606481 6.475703 -9.900254
H 5.765580 6.700587 -9.750813
H 6.785351 5.321755 -9.315708
H 5.714248 6.068802 -8.116205
H 4.778122 4.487157 -10.583205
H 4.771173 3.925855 -8.927876
H 3.861450 7.766568 -11.026457
H 2.781248 6.891666 -12.129673
H 4.303740 6.169799 -11.673726

Atoms 1-2, force components in eV/Å:
0.801 0.624 -0.367
-1.456 0.047 0.607

The net charge is 0. As for the SMILES: CCNc1c2c(cc([C@H](F)CC)c1C(F)(F)C(F)F)C(=O)c1c(N=C(C)C)c(CC)c(F)c(P(C)C)c1C2=O.CCOC(C)=O.CCOC(C)=O.CCOC(C)=O.CCOC(C)=O.CCOC(C)=O.CCOC(C)=O. The total energy is -112443.624 eV. As for the frontier orbital gap: 6.627 eV. The LUMO energy is -0.9317 eV.